{"formula": "C3H6O3P", "method": "ωB97M-V with the def2-TZVPD basis set", "elements": ["O", "O", "C", "C", "P", "H", "O", "H", "H", "H", "H", "H", "C"], "positions_angstrom": [[1.8538, -0.8830, 0.2581], [0.3265, -2.3941, -0.5266], [-0.2794, -0.0969, -0.0996], [0.7103, -1.2561, -0.1538], [0.9322, 1.3257, 0.6490], [-1.8869, -0.0408, 1.4938], [2.0202, 1.4912, -0.6032], [-2.5032, 0.3200, -0.0244], [-1.8560, -1.3617, 0.2892], [-0.2262, 0.1059, -1.1220], [2.4671, 0.6475, -0.7797], [0.1648, 2.4555, 0.1877], [-1.7230, -0.3133, 0.4317]], "smiles": "C[C@@H](PO)C(=O)[O-]", "multiplicity": 1, "lumo_ev": 4.20, "total_charge": -1, "max_force_ev_per_a": 2.631, "e_above_lowest_kcal_mol": 42.0, "e_homo_ha": -0.1584}